Entry 1
C3H5O2Se | ωB97M-V/def2-TZVPD

Each line ends with the Löwdin charge.
Cartesian coordinates (Å):
C1 0.601 -0.160 0.230  -0.58
C2 1.787 0.972 0.397  0.01
C3 -1.909 -0.803 -0.591  -0.67
O1 -0.496 0.148 -0.413  -0.14
O2 0.852 -1.256 0.687  0.01
Se1 -3.329 0.183 0.097  0.22
H1 1.659 1.727 -0.374  0.05
H2 1.750 1.396 1.385  0.05
H3 -1.679 -1.676 0.011  0.01
H4 2.708 0.422 0.227  0.05
H5 -1.944 -0.953 -1.656  0.01

Its total charge is -1.



Entry 2
C3H5O2Se | ωB97M-V/def2-TZVPD

Each line ends with the Löwdin charge.
Cartesian coordinates (Å):
O1 -1.305 -1.237 1.052  -0.20
C1 -0.735 -1.450 -0.056  -0.67
O2 -0.585 -2.518 -0.686  -0.08
C2 -0.149 -0.044 -0.928  -0.21
C3 0.690 0.534 0.107  -0.57
Se1 -0.304 1.038 1.748  0.78
H1 0.375 -0.478 -1.760  0.08
H2 -0.770 0.731 -1.272  0.06
H3 1.304 1.340 -0.218  0.04
H4 1.298 -0.274 0.326  0.03
H5 0.181 2.358 1.688  -0.26

The SMILES is O=C([O-])CC[SeH]. Its total charge is -1.



Computed stability ranking, most favorable first: entry 1, entry 2



Entry 1
H33O16 | ωB97M-V/def2-TZVPD

Each line ends with the Löwdin charge.
Cartesian coordinates (Å):
O1 -1.272 4.727 -0.510  -0.02
H1 -0.741 3.970 -0.697  0.00
H2 -1.934 4.487 0.131  0.04
O2 -4.325 -0.206 1.306  -0.04
H3 -4.603 0.006 2.188  0.04
H4 -4.885 -0.767 0.771  0.04
O3 -0.652 -4.009 -0.485  -0.07
H5 -1.528 -3.623 -0.398  0.01
H6 -0.793 -4.361 -1.367  0.02
O4 1.542 -0.743 2.008  0.11
H7 2.304 -1.412 2.275  0.11
H8 1.768 -0.046 1.208  0.08
O5 1.233 1.088 -1.740  -0.08
H9 1.441 0.093 -1.745  0.09
H10 2.131 1.352 -2.171  0.12
O6 -2.350 -2.823 -2.273  -0.06
H11 -3.251 -2.755 -2.659  0.08
H12 -1.934 -2.017 -1.945  0.01
O7 3.235 -0.509 -3.426  -0.05
H13 3.909 -1.099 -3.767  0.05
H14 2.712 -0.532 -4.242  0.07
O8 -0.719 -0.690 3.385  -0.05
H15 0.637 -1.095 1.921  0.10
H16 -1.410 -0.728 2.680  0.06
O9 3.195 -2.673 2.068  0.01
H17 0.587 2.821 3.349  0.00
O10 2.411 -2.556 -1.497  -0.05
H18 1.910 -2.862 -2.245  0.03
H19 3.326 -2.604 -1.814  0.04
O11 -1.374 0.107 -3.029  -0.07
H20 -2.319 0.109 -2.804  0.02
H21 -0.988 0.376 -2.169  -0.01
O12 1.882 3.159 2.263  -0.03
H22 1.764 3.926 1.665  0.11
H23 2.804 3.210 2.524  0.09
O13 2.294 1.110 0.598  -0.06
H24 1.934 1.173 -0.357  0.02
H25 2.025 2.014 0.934  0.05
O14 -0.372 2.675 3.495  -0.08
H26 -0.517 1.982 2.836  0.01
H27 3.019 -3.169 1.274  0.07
O15 -1.245 -0.171 -0.176  -0.06
H28 -1.679 0.724 -0.177  0.04
H29 -2.087 -0.583 -0.057  0.01
O16 -3.174 1.924 -0.973  -0.03
H30 -2.579 2.509 -1.438  0.04
H31 -3.785 1.631 -1.650  0.06
H32 -1.064 -0.076 4.043  0.06
H33 3.513 -3.064 2.892  0.10

Its total charge is +1.



Entry 2
H33O16 | ωB97M-V/def2-TZVPD

Each line ends with the Löwdin charge.
Cartesian coordinates (Å):
O1 2.253 -0.690 5.081  -0.06
H1 3.128 -0.486 4.761  0.00
H2 2.397 -1.210 5.867  0.03
O2 1.885 -2.618 -1.975  -0.05
H3 2.816 -1.398 -0.859  0.02
H4 -1.986 -2.810 0.580  0.01
O3 2.960 -0.519 -0.455  -0.06
H5 1.073 0.403 -1.207  0.13
H6 5.100 -1.679 2.571  0.04
O4 -0.340 2.635 -1.008  -0.05
H7 -0.480 2.936 -0.107  0.02
H8 2.610 1.589 2.252  0.02
O5 1.484 1.052 -1.797  0.19
H9 2.537 -2.583 -2.675  0.06
H10 1.851 1.642 -1.035  0.12
O6 1.953 3.053 0.002  -0.01
H11 1.061 3.095 0.334  0.03
H12 4.247 -2.847 2.920  0.05
O7 -3.265 0.834 -1.248  -0.02
H13 -3.564 0.809 -0.341  0.02
H14 -3.687 1.378 -1.870  0.01
O8 1.540 -4.342 0.383  -0.05
H15 -1.272 2.668 -1.243  0.04
H16 1.746 -5.111 0.917  0.05
O9 4.269 -1.887 3.002  -0.05
H17 0.644 1.618 -1.953  0.14
O10 -1.355 -3.452 0.318  -0.02
H18 -3.442 4.657 -1.360  0.06
H19 -1.616 -3.735 -0.560  0.04
O11 -3.316 3.737 -1.595  -0.03
H20 -4.138 3.249 -1.606  0.03
H21 -3.811 -1.867 -0.696  -0.02
O12 -0.982 2.292 1.674  -0.03
H22 3.232 -0.804 0.429  0.04
H23 -3.002 -1.851 -1.991  0.03
O13 2.936 2.348 2.745  -0.05
H24 3.085 3.019 2.073  0.02
H25 -1.784 2.634 2.083  0.07
O14 -3.808 -2.190 -1.598  -0.03
H26 -0.384 2.150 2.422  0.07
H27 2.116 3.732 -0.655  0.10
O15 -1.310 0.231 -4.386  -0.05
H28 -1.938 -0.429 -4.695  0.04
H29 -1.746 0.760 -3.716  0.01
O16 -4.589 -0.571 0.765  -0.04
H30 -4.642 -0.547 -0.191  0.01
H31 1.621 -3.432 -1.551  0.02
H32 0.836 -3.808 0.756  0.02
H33 -4.905 0.075 1.393  0.06

Its total charge is +1.



Computed stability ranking, most favorable first: entry 1, entry 2



Entry 1
C10H9NO2 | ωB97M-V/def2-TZVPD

Each line ends with the Löwdin charge.
Cartesian coordinates (Å):
O1 -0.674 3.194 1.606  -0.08
C1 0.116 2.542 0.723  -0.31
C2 -0.431 1.090 0.612  -0.22
C3 -1.327 0.493 1.398  -0.02
C4 -1.576 -0.914 1.722  0.07
C5 -1.137 -1.692 0.677  -0.24
O2 -1.473 -3.036 0.642  0.06
C6 -0.297 -1.173 -0.369  -0.15
N1 0.182 -2.117 -1.146  0.07
C7 1.126 -1.812 -1.972  -0.19
C8 1.921 -0.624 -2.067  -0.06
C9 1.332 0.483 -1.393  0.02
C10 0.242 0.267 -0.322  -0.04
H1 0.168 3.307 2.313  0.21
H2 -0.052 2.852 -0.521  0.18
H3 1.314 2.515 0.958  0.17
H4 -1.643 1.056 2.095  0.04
H5 -2.245 -1.281 2.462  0.11
H6 -1.039 -3.325 -0.133  0.05
H7 1.462 -2.581 -2.870  0.15
H8 2.519 -0.835 -3.021  0.12
H9 1.514 1.592 -1.395  0.09

The SMILES is OCc1ccc(O)c2ncccc12.



Entry 2
C10H9NO2 | ωB97M-V/def2-TZVPD

Each line ends with the Löwdin charge.
Cartesian coordinates (Å):
C1 -4.412 -1.055 0.086  -0.10
O1 -2.988 -1.188 -0.297  -0.13
C2 -2.067 -0.154 -0.057  -0.26
C3 -2.472 1.123 0.238  -0.01
C4 -1.345 1.932 -0.139  -0.11
C5 -0.009 1.658 -0.233  -0.12
C6 0.272 0.337 0.036  -0.15
C7 1.906 0.071 0.202  -0.18
C8 3.018 0.848 0.143  -0.10
N1 4.175 0.016 -0.044  0.04
C9 3.752 -1.241 -0.055  -0.17
O2 2.384 -1.166 -0.065  -0.03
C10 -0.656 -0.727 0.121  0.06
H1 -5.253 -0.169 -0.302  0.14
H2 -4.918 -2.058 -0.065  0.09
H3 -4.559 -0.722 1.186  0.09
H4 -3.454 1.349 -0.051  0.08
H5 -1.448 3.101 -0.471  0.15
H6 0.646 2.533 0.102  0.14
H7 2.934 2.010 0.474  0.15
H8 4.448 -2.201 -0.466  0.20
H9 -0.722 -1.878 0.755  0.22

The SMILES is COc1cccc(-c2cnco2)c1.



Computed stability ranking, most favorable first: entry 1, entry 2



Entry 1
CH5N3 | ωB97M-V/def2-TZVPD

Each line ends with the Löwdin charge.
Cartesian coordinates (Å):
N1 -1.133 -0.795 0.525  0.10
C1 -0.095 -0.257 0.014  -0.50
N2 -0.038 0.629 -1.123  0.11
N3 1.043 -0.044 0.982  0.04
H1 -1.913 -0.759 0.023  -0.02
H2 -0.532 0.435 -1.914  0.03
H3 0.859 0.673 -1.559  0.07
H4 1.419 0.779 1.346  0.02
H5 0.390 -0.661 1.705  0.13

The SMILES is N=C(N)N.



Entry 2
CH5N3 | ωB97M-V/def2-TZVPD

Each line ends with the Löwdin charge.
Cartesian coordinates (Å):
H1 -1.601 -1.505 -0.204  0.09
N1 -1.923 -0.487 0.107  0.05
C1 -0.985 0.354 -0.003  -0.45
N2 0.306 0.551 0.110  -0.13
N3 1.162 -0.588 0.043  -0.02
H2 -1.160 1.550 -0.016  0.14
H3 0.739 1.367 -0.222  0.10
H4 1.710 -0.513 1.004  0.13
H5 1.753 -0.729 -0.818  0.09

The SMILES is [H]/N=C\NN.



Computed stability ranking, most favorable first: entry 1, entry 2